[1]
DFT (ωB97M-V with the def2-TZVPD basis set) results for C27H26N4O5Pd as an isolated structure.

```
! wB97M-V def2-TZVPD RIJCOSX def2/J DEFGRID3
* xyz 0 5
Pd -0.149 -0.275 0.489
C -2.317 1.369 -2.437
C -2.816 1.217 -0.995
C -3.116 -0.232 -0.588
N -1.913 -1.033 -0.604
C -1.664 -1.997 -1.454
C -2.647 -2.526 -2.337
C -2.539 -3.352 -3.433
C -1.414 -3.921 -4.023
C -0.124 -3.885 -3.530
C 0.355 -3.334 -2.352
C -0.276 -2.554 -1.359
N 0.351 -2.206 -0.259
C 1.636 -2.739 0.134
C 1.890 -2.446 1.623
C 2.541 -1.084 1.895
N 1.924 -0.056 1.088
C 2.321 1.179 1.032
C 3.231 1.700 2.002
C 3.775 2.949 2.158
C 3.735 4.037 1.283
C 3.111 4.093 0.038
C 2.247 3.202 -0.554
C 1.713 1.955 -0.101
N 0.747 1.357 -0.744
C 0.146 1.985 -1.916
C -0.829 1.074 -2.674
H -2.510 2.396 -2.761
H -2.902 0.716 -3.093
H -3.737 1.792 -0.871
H -2.083 1.636 -0.307
H -3.904 -0.612 -1.243
H -3.509 -0.234 0.434
H -3.657 -2.214 -2.115
H -3.478 -3.570 -3.931
H -1.571 -4.463 -4.948
H 0.623 -4.389 -4.135
H 1.410 -3.502 -2.170
H 2.452 -2.321 -0.476
H 1.636 -3.825 -0.013
H 2.534 -3.218 2.047
H 0.931 -2.494 2.137
H 3.606 -1.128 1.636
H 2.472 -0.870 2.970
H 3.472 0.998 2.791
H 4.348 3.093 3.066
H 4.284 4.919 1.587
H 3.305 4.988 -0.542
H 1.886 3.521 -1.520
H 0.942 2.253 -2.618
H -0.355 2.914 -1.618
H -0.583 0.045 -2.430
H -0.643 1.192 -3.744
O -2.630 1.409 6.068
C -1.999 1.124 5.090
C -1.619 2.076 3.956
O -1.657 3.280 3.991
C -1.171 1.209 2.836
C -1.214 -0.189 3.241
O -1.022 -1.118 2.443
C -1.498 -0.264 4.702
O -1.283 -1.181 5.452
O -0.798 1.557 1.700
*
```

Calculated values
Kohn-Sham gap (spin up / spin down) = 6.04 / 3.92 eV

=====

[2]
DFT (ωB97M-V with the def2-TZVPD basis set) results for a 8-piece molecular cluster, C27H60BF4NO13P2 overall.

```
! wB97M-V def2-TZVPD RIJCOSX def2/J DEFGRID3
* xyz 0 1
C 2.322 2.733 -2.065
C 1.530 2.100 -3.160
C 0.071 2.029 -2.765
C -0.676 3.263 -3.169
C -0.439 3.444 -4.702
C 1.044 3.731 -5.032
N 1.856 2.778 -4.441
O 3.024 2.365 -4.877
C 1.577 5.028 -4.675
C 1.092 3.615 -6.573
C 2.003 0.508 -3.043
H 3.311 2.864 -2.220
H 2.181 2.256 -1.133
H 1.906 3.700 -2.057
H -0.134 1.936 -1.741
H -0.385 0.984 -2.914
H -0.099 3.969 -2.634
H -1.753 3.336 -3.200
H -0.939 4.254 -4.844
H -0.621 2.479 -5.075
H 2.307 5.430 -5.312
H 1.748 4.985 -3.623
H 0.710 5.829 -5.044
H 2.086 3.609 -6.871
H 0.630 4.399 -6.836
H 0.698 2.597 -7.011
H 1.531 0.171 -2.026
H 2.867 0.192 -3.208
H 1.462 -0.123 -3.891
B 0.470 0.064 0.684
F 1.577 -0.627 0.239
F 0.265 -0.401 2.039
F 0.589 1.363 0.727
F -0.677 -0.229 -0.025
C 2.995 2.170 2.638
C 3.988 2.132 3.744
O 5.098 1.858 3.569
C 3.551 2.307 5.223
H 3.286 1.233 2.049
H 3.039 2.942 1.984
H 2.104 1.961 3.044
H 3.254 1.311 5.516
H 2.677 3.012 5.199
H 4.270 2.698 5.683
C 2.614 -3.932 3.722
C 3.589 -2.879 4.044
O 4.382 -3.149 4.954
C 3.918 -1.638 3.128
H 2.989 -5.020 3.735
H 2.131 -3.656 2.776
H 1.880 -3.771 4.648
H 4.534 -0.782 3.381
H 2.930 -1.231 2.905
H 3.905 -1.931 2.140
C -2.400 -3.285 0.147
C -3.709 -2.711 0.561
O -4.810 -3.400 0.500
C -3.697 -1.269 1.001
H -2.587 -4.332 0.153
H -1.408 -3.042 0.694
H -2.070 -3.029 -1.008
H -4.408 -0.857 1.471
H -3.685 -0.736 0.053
H -2.519 -1.012 1.448
C -1.007 -3.807 6.178
C -1.135 -3.673 4.672
O -1.265 -4.692 4.014
C -0.963 -2.291 4.012
H 0.057 -3.878 6.483
H -1.313 -4.726 6.366
H -1.731 -3.184 6.643
H 0.142 -1.991 4.020
H -1.787 -1.713 4.598
H -1.336 -2.394 3.036
C 1.301 -3.781 -0.044
O 1.791 -4.863 -0.901
P 0.772 -5.746 -1.679
O -0.533 -4.974 -1.982
O 1.255 -6.274 -3.074
C 0.609 -5.935 -4.340
O 0.362 -6.961 -0.816
C -0.829 -7.691 -0.980
H 2.327 -3.124 0.447
H 0.814 -4.311 0.705
H 0.949 -2.973 -0.572
H 0.944 -6.539 -5.082
H 0.622 -4.859 -4.638
H -0.388 -5.680 -4.255
H -1.698 -7.075 -0.837
H -0.986 -8.477 -0.196
H -0.761 -7.877 -1.986
C -5.221 6.171 2.017
O -5.099 5.174 1.011
P -3.836 4.255 0.755
O -2.703 5.125 1.180
O -3.679 2.940 1.707
C -2.501 2.174 1.834
O -3.541 3.888 -0.773
C -3.995 4.754 -1.864
H -5.082 5.672 2.825
H -6.018 6.583 2.001
H -4.605 7.065 1.942
H -1.588 2.755 1.965
H -2.422 1.755 0.644
H -2.488 1.443 2.585
H -3.770 4.333 -2.578
H -3.500 5.741 -1.774
H -5.105 5.057 -1.893
*
```

Calculated values
Kohn-Sham gap = 3.93 eV

=====

[3]
DFT (ωB97M-V with the def2-TZVPD basis set) results for C23H29BIrN8Si as an isolated structure.

```
! wB97M-V def2-TZVPD RIJCOSX def2/J DEFGRID3
* xyz 2 2
Ir 0.382 0.739 0.035
B 1.405 -1.825 -2.025
N -0.006 -1.832 -1.333
C -0.880 -2.834 -1.440
C -2.027 -2.528 -0.717
C -1.776 -1.283 -0.175
N -0.557 -0.871 -0.578
N 2.427 -0.950 -1.178
C 3.726 -0.953 -1.390
C 4.347 0.040 -0.598
C 3.330 0.621 0.092
N 2.143 0.005 -0.249
H 1.807 -2.950 -2.007
H 1.335 -1.352 -3.123
H -0.630 -3.706 -2.021
H -2.908 -3.132 -0.593
H -2.368 -0.689 0.503
H 4.158 -1.643 -2.098
H 5.396 0.275 -0.558
H 3.336 1.419 0.814
C -5.481 3.786 0.372
C -5.397 3.130 -1.002
C -5.576 1.618 -0.919
C -4.114 3.512 -1.742
N -2.903 3.045 -1.041
C -2.304 1.867 -1.077
N -1.291 1.917 -0.224
N -1.295 3.161 0.324
N -2.256 3.831 -0.159
H -6.454 3.591 0.820
H -5.348 4.866 0.314
H -4.724 3.387 1.053
H -6.194 3.535 -1.632
H -4.838 1.164 -0.249
H -5.506 1.141 -1.899
H -6.555 1.378 -0.507
H -4.002 4.591 -1.823
H -4.081 3.075 -2.739
H -2.592 1.035 -1.697
C 1.507 -3.907 3.939
C 1.508 -3.675 2.568
C 1.150 -2.432 2.077
C 0.781 -1.404 2.952
C 0.786 -1.654 4.332
C 1.147 -2.898 4.821
Si 0.300 0.285 2.432
C 1.525 1.623 2.699
C 1.188 2.974 2.511
C 2.111 3.974 2.800
C 3.352 3.634 3.309
C 3.693 2.293 3.525
C 2.795 1.297 3.213
H 1.790 -4.880 4.319
H 1.788 -4.466 1.886
H 1.157 -2.268 1.006
H 0.506 -0.875 5.034
H 1.147 -3.081 5.887
H -1.114 0.693 2.574
H 0.206 3.248 2.153
H 1.849 5.012 2.648
H 4.062 4.413 3.555
H 4.658 2.042 3.945
H 3.068 0.258 3.368
*
```

Calculated values
Kohn-Sham gap (spin up / spin down) = 7.44 / 5.60 eV

=====

Results for electronic energy: -1767.3873, -3204.2801, -1749.9932 (in hartree, following the order of the records).
Results for relative energy (zero: lowest compared OMol25 entry of this formula, charge and spin): 0.000, 5.689, 0.897 (in eV, following the order of the records).
Results for largest force on an atom: 0.94, 16.60, 0.42 (in eV Å⁻¹, following the order of the records).